Record 1
{
  "formula": "C6H6Cl18",
  "method": "the ωB97M-V functional and the def2-TZVPD basis",
  "symbols": ["Cl", "C", "Cl", "Cl", "H", "Cl", "C", "Cl", "Cl", "H", "Cl", "C", "Cl", "Cl", "H", "Cl", "C", "Cl", "Cl", "H", "Cl", "C", "Cl", "Cl", "H", "Cl", "C", "Cl", "Cl", "H"],
  "positions_angstrom": [[3.9109, -2.6711, 0.9865], [2.4842, -2.2572, 1.8814], [1.4298, -3.6284, 1.9947], [1.7086, -0.9141, 1.0960], [2.7907, -1.8835, 2.8409], [1.5284, 0.5009, -4.6702], [0.1173, -0.3784, -4.1865], [0.5580, -1.4520, -2.9025], [-0.5450, -1.3785, -5.5589], [-0.6445, 0.3964, -3.9167], [3.1859, 2.4398, 1.1673], [3.4423, 2.0415, 2.9257], [4.4034, 0.5833, 3.1612], [1.8938, 2.1073, 3.6700], [4.1269, 2.8342, 3.3319], [-3.2850, -1.1904, 2.3202], [-2.1925, -2.5746, 2.1994], [-1.9099, -2.9606, 0.4973], [-2.8271, -3.8853, 3.2146], [-1.1699, -2.3027, 2.5893], [-4.0373, 1.4740, -3.1123], [-3.6884, 0.2034, -1.9554], [-4.0680, -1.4760, -2.4895], [-4.4780, 0.4618, -0.4360], [-2.5771, 0.1815, -1.7896], [0.3406, 1.4956, -0.7740], [0.0316, 3.1828, -0.4708], [-1.7436, 3.2716, -0.3835], [0.6181, 4.3370, -1.6717], [0.5958, 3.4419, 0.4410]],
  "atomic_forces_ev_per_a": [[0.90, -0.32, -0.31], [0.24, 0.39, -0.15], [-0.47, -0.48, 0.34], [-0.68, 0.65, -0.31], [-0.02, -0.27, 0.48], [0.58, 0.51, -0.49], [-1.05, 0.25, -0.81], [-0.29, -0.28, 0.83], [0.18, 0.68, 0.57], [0.52, -1.12, -0.01], [0.52, -0.33, 0.60], [1.53, 1.60, -0.74], [-0.46, -0.27, -0.10], [-0.43, -0.36, 0.69], [-1.11, -0.60, -0.46], [0.24, -0.02, 0.12], [1.24, 0.58, 0.54], [-0.28, -0.35, 0.15], [0.25, -0.02, -0.52], [-1.37, -0.20, -0.24], [-0.12, -0.25, -0.17], [1.69, -0.98, 0.12], [0.00, 0.66, -0.34], [-0.31, 0.42, 0.42], [-1.20, 0.22, -0.11], [0.75, -0.55, -0.60], [-0.20, 0.33, 0.42], [0.17, 0.59, 0.48], [0.12, -0.36, -0.22], [-0.95, -0.10, -0.17]],
  "mulliken_charge": [-0.128, -0.053, -0.107, 0.026, 0.267, -0.116, 0.211, -0.083, -0.153, 0.131, -0.118, -0.053, -0.099, -0.090, 0.362, -0.112, 0.242, -0.084, -0.133, 0.078, -0.116, 0.418, -0.139, -0.088, -0.086, 0.006, 0.019, -0.109, -0.128, 0.235],
  "orbital_gap_ev": 11.112
}

=====

Record 2
{
  "formula": "C6H6Cl2",
  "method": "the ωB97M-V functional and the def2-TZVPD basis",
  "symbols": ["C", "C", "C", "Cl", "C", "C", "C", "Cl", "H", "H", "H", "H", "H", "H"],
  "positions_angstrom": [[-1.0739, 2.2582, -0.2659], [-1.4319, 1.0971, -0.7529], [-1.0427, -0.1715, -0.0500], [-2.4844, -1.1398, 0.1908], [0.1090, -0.6898, 0.2736], [1.3564, 0.1972, 0.2196], [1.5617, 1.3197, 0.9344], [2.6991, -0.7747, -0.4175], [-0.3192, 2.3549, 0.6576], [-1.6631, 3.2114, -0.6532], [-2.0989, 1.1809, -1.6268], [0.2779, -1.6724, 0.8698], [2.5849, 1.8302, 0.9322], [0.6956, 1.5761, 1.5211]],
  "atomic_forces_ev_per_a": [[0.18, 3.50, 1.98], [0.32, -0.50, 0.09], [-2.32, 0.06, -1.80], [-0.09, -0.20, 0.11], [2.95, 0.17, 1.99], [0.08, -1.42, 1.12], [1.53, -1.22, -1.14], [-0.16, 0.75, -0.21], [-2.64, 0.27, -2.70], [1.85, -1.89, 0.73], [0.17, -1.07, 0.63], [-0.64, 1.74, -1.45], [-1.86, -0.69, 0.25], [0.63, 0.52, 0.39]],
  "mulliken_charge": [-0.452, -0.164, 0.501, -0.215, -0.458, 0.479, -0.887, -0.222, -0.163, 0.232, 0.294, 0.267, 0.272, 0.515],
  "orbital_gap_ev": 9.991
}

=====

Record-wise HOMO energy values, in eV: -10.90 -9.45
Record-wise F_max values, in Eh/bohr: 0.04536 0.07823
Record-wise ΔE to the lowest compared entry with this formula, charge and spin values, in kcal per mole: 15.4 59.9